This record from the Open Molecules 2025 dataset describes a 17-piece molecular cluster, H32O20S overall. The level of theory is ωB97M-V/def2-TZVPD.

XYZ file:
```
53
H32O20S ωB97M-V/def2-TZVPD
S 2.39 -8.47 -13.25
O 2.65 -7.85 -14.51
O 1.67 -9.71 -13.38
O 3.60 -8.76 -12.51
O 1.62 -7.49 -12.46
O 5.11 -6.49 -14.96
H 4.28 -6.99 -15.08
H 4.68 -5.67 -14.77
O 2.10 -12.11 -13.91
H 1.28 -12.43 -14.36
H 1.84 -11.20 -13.73
O 0.93 -10.80 -11.02
H 1.40 -10.51 -11.79
H 1.09 -10.15 -10.35
O 2.05 -8.58 -16.83
H 1.35 -7.99 -16.90
H 2.33 -8.29 -15.90
O 5.94 -7.88 -12.99
H 5.09 -8.24 -12.68
H 5.69 -7.20 -13.59
O -0.92 -6.31 -13.46
H -1.65 -6.75 -12.97
H -0.13 -6.73 -13.14
O 4.18 -10.93 -11.13
H 4.03 -11.67 -11.75
H 4.18 -10.19 -11.71
O 5.57 -10.75 -14.19
H 4.86 -10.51 -14.74
H 5.98 -9.91 -13.90
O -1.00 -10.00 -13.54
H -1.68 -9.97 -12.83
H -0.15 -9.85 -13.15
O -0.08 -7.68 -10.62
H 0.65 -7.41 -11.22
H -0.44 -6.90 -10.21
O 2.26 -4.98 -11.79
H 2.17 -5.87 -12.16
H 2.59 -5.19 -10.92
O 3.40 -10.69 -15.81
H 2.68 -10.85 -15.19
H 3.05 -9.96 -16.35
O 0.27 -10.46 -16.15
H 0.17 -10.20 -15.21
H 0.74 -9.75 -16.54
O 6.48 -9.55 -10.63
H 6.86 -9.76 -11.49
H 5.58 -9.87 -10.71
O 3.77 -8.26 -10.00
H 3.75 -8.40 -11.01
H 4.61 -8.54 -9.62
O 1.37 -5.58 -15.18
H 0.53 -5.53 -14.75
H 1.84 -6.33 -14.74
```

Charge: -2
HOMO-LUMO gap, eV: 9.6
Relative energy (zero: lowest compared OMol25 entry of this formula, charge and spin), kJ/mol: 219.8
LUMO, eV: 4.8

***

This record from the Open Molecules 2025 dataset describes C43H51BFeI2N4O3P3 as an isolated structure. The level of theory is ωB97M-V/def2-TZVPD.

XYZ file:
```
108
C43H51BFeI2N4O3P3 ωB97M-V/def2-TZVPD
Fe 0.17 0.24 0.64
N -1.21 2.97 -0.21
P 0.41 2.82 0.29
C 1.27 4.24 -0.40
C 1.88 5.20 0.41
C 2.54 6.27 -0.18
C 2.59 6.39 -1.56
C 1.99 5.42 -2.37
C 1.35 4.34 -1.79
C 0.28 3.11 2.08
C -0.76 3.85 2.64
C -0.76 4.15 3.99
C 0.30 3.74 4.80
C 1.33 2.99 4.26
C 1.32 2.66 2.91
P -2.02 1.48 -0.10
C -3.66 2.01 0.44
C -4.47 2.72 -0.44
C -5.68 3.23 0.00
C -6.08 3.03 1.31
C -5.27 2.33 2.20
C -4.06 1.81 1.76
C -2.20 0.85 -1.80
C -3.36 0.21 -2.24
C -3.41 -0.35 -3.51
C -2.31 -0.29 -4.34
C -1.15 0.34 -3.91
C -1.09 0.90 -2.65
H -1.53 3.69 -0.85
H 1.84 5.11 1.49
H 3.00 7.02 0.44
H 3.09 7.23 -2.02
H 2.03 5.51 -3.45
H 0.90 3.58 -2.42
H -1.57 4.20 2.00
H -1.58 4.72 4.42
H 0.30 3.99 5.85
H 2.15 2.66 4.89
H 2.12 2.06 2.50
H -4.17 2.87 -1.47
H -6.31 3.78 -0.69
H -7.03 3.43 1.65
H -5.59 2.18 3.22
H -3.43 1.27 2.46
H -4.23 0.17 -1.60
H -4.32 -0.84 -3.84
H -2.35 -0.73 -5.34
H -0.29 0.39 -4.57
H -0.17 1.39 -2.33
I -3.41 -1.61 0.96
C -0.81 -3.73 0.07
I 0.57 -2.32 -0.47
H -1.37 -4.19 -0.73
H -0.72 -4.16 1.05
O -2.68 -0.88 3.85
B -2.22 -0.98 2.57
O -0.84 -0.67 2.48
C -0.45 -0.46 3.82
C 0.80 -0.24 4.33
C 0.89 -0.12 5.72
C -0.24 -0.21 6.53
C -1.50 -0.45 5.98
C -1.56 -0.58 4.62
H 1.68 -0.16 3.71
H 1.86 0.05 6.18
H -0.14 -0.12 7.60
H -2.39 -0.55 6.60
O 2.03 0.21 0.14
P 3.53 -0.09 0.11
N 4.03 -0.71 1.53
C 5.39 -0.50 2.09
C 5.66 -1.78 2.88
C 4.26 -2.23 3.32
C 3.41 -1.93 2.09
N 3.82 -1.15 -1.08
C 3.29 -0.95 -2.45
C 4.06 -1.96 -3.30
C 5.35 -2.21 -2.53
C 4.91 -2.16 -1.07
N 4.39 1.24 -0.19
C 4.27 2.49 0.59
C 5.16 3.47 -0.17
C 6.28 2.57 -0.69
C 5.56 1.29 -1.10
H 5.39 0.37 2.75
H 6.13 -0.33 1.31
H 6.33 -1.60 3.72
H 6.11 -2.54 2.24
H 3.93 -1.65 4.18
H 4.23 -3.29 3.59
H 2.36 -1.77 2.32
H 3.46 -2.76 1.38
H 3.47 0.08 -2.79
H 2.21 -1.12 -2.49
H 4.24 -1.58 -4.31
H 3.49 -2.89 -3.39
H 6.07 -1.41 -2.73
H 5.82 -3.16 -2.77
H 5.71 -1.88 -0.39
H 4.52 -3.13 -0.75
H 4.64 2.35 1.62
H 3.24 2.83 0.64
H 5.51 4.28 0.46
H 4.60 3.90 -1.01
H 7.00 2.37 0.11
H 6.82 3.01 -1.53
H 6.20 0.41 -0.99
H 5.23 1.33 -2.14
```

Multiplicity: 6
Charge: +2
<S²>: 8.768
HOMO-LUMO gap (spin up / spin down), eV: 8.5 / 7.7
Relative energy (zero: lowest compared OMol25 entry of this formula, charge and spin), kJ/mol: 59.9
LUMO (spin up / spin down), eV: -4.4 / -5.5

***

This record from the Open Molecules 2025 dataset describes a 4-piece molecular cluster, C18H16F24N3O6 overall. The level of theory is ωB97M-V/def2-TZVPD.

XYZ file:
```
67
C18H16F24N3O6 ωB97M-V/def2-TZVPD
N -0.85 0.29 -2.53
C 0.12 -0.15 -2.15
O 1.08 -0.63 -1.36
N 0.99 0.02 -0.10
C 2.15 0.94 0.03
N 2.30 1.30 1.45
C 2.07 2.19 -0.89
O 2.76 2.15 -1.93
O 1.40 3.22 -0.61
H 1.19 -0.71 0.60
H 3.08 0.38 -0.25
H 1.72 2.11 1.65
H 3.26 1.62 1.51
C -6.02 2.65 -3.31
C -6.66 3.00 -1.95
C -6.47 4.43 -1.45
F -5.18 4.77 -1.30
F -7.06 4.57 -0.23
F -6.24 2.10 -1.03
F -8.01 2.80 -2.09
O -4.74 2.03 -3.30
C -3.61 2.85 -3.17
C -2.87 2.63 -1.85
F -3.69 2.79 -0.78
F -1.87 3.53 -1.71
F -3.95 4.14 -3.38
F -2.78 2.51 -4.18
H -6.66 1.90 -3.76
H -6.05 3.49 -4.00
H -6.94 5.15 -2.13
H -2.44 1.63 -1.80
C 7.20 -0.96 3.94
C 8.30 0.04 4.37
C 7.83 1.28 5.15
F 6.94 2.02 4.47
F 8.89 2.08 5.42
F 9.01 0.40 3.29
F 9.15 -0.64 5.19
O 6.68 -0.84 2.62
C 5.67 0.09 2.39
C 6.12 1.24 1.48
F 7.23 1.85 1.96
F 5.16 2.19 1.40
F 5.17 0.52 3.56
F 4.68 -0.57 1.77
H 7.69 -1.93 3.95
H 6.41 -1.04 4.68
H 7.37 0.99 6.11
H 6.35 0.87 0.48
C -2.59 -2.94 -1.22
C -2.12 -3.50 0.14
C -1.37 -4.84 0.10
F -2.11 -5.84 -0.44
F -1.06 -5.23 1.37
F -3.18 -3.56 0.98
F -1.27 -2.59 0.67
O -3.94 -3.21 -1.61
C -4.24 -4.43 -2.20
C -5.13 -5.31 -1.32
F -4.60 -5.50 -0.10
F -5.27 -6.54 -1.89
F -3.10 -5.04 -2.58
F -4.91 -4.14 -3.34
H -2.56 -1.85 -1.11
H -1.89 -3.16 -2.02
H -0.44 -4.75 -0.46
H -6.11 -4.86 -1.20
```

Charge: -1
HOMO-LUMO gap, eV: 6.5
LUMO, eV: 2.1

***

This record from the Open Molecules 2025 dataset describes C21H17N7OS7Ti as an isolated structure. The level of theory is ωB97M-V/def2-TZVPD.

XYZ file:
```
54
C21H17N7OS7Ti ωB97M-V/def2-TZVPD
Ti 0.94 0.87 -0.27
O 0.10 4.03 5.81
C 0.37 3.46 4.78
S 0.33 1.71 4.57
C 0.82 1.67 2.88
C 1.07 2.85 2.30
S 1.55 3.10 0.63
S 0.86 4.28 3.30
S 0.90 0.10 2.09
C -3.19 3.78 2.19
C -2.90 4.28 0.93
C -2.21 3.52 0.01
C -1.79 2.23 0.34
C -2.09 1.72 1.60
C -2.78 2.49 2.52
N -1.02 1.47 -0.58
N -1.42 1.66 -1.83
C -0.48 1.37 -2.75
C -0.87 1.30 -4.11
C 0.08 1.08 -5.06
C 1.43 0.94 -4.68
C 1.73 1.01 -3.34
N 0.81 1.22 -2.38
H -3.70 4.39 2.92
H -3.21 5.29 0.66
H -1.96 3.91 -0.97
H -1.79 0.71 1.84
H -2.99 2.09 3.50
H -1.92 1.42 -4.34
H -0.20 1.01 -6.11
H 2.21 0.76 -5.40
H 2.74 0.88 -2.98
S 3.41 0.21 -0.45
C 2.86 -1.37 -0.79
S 1.15 -1.57 -0.96
C 3.72 -2.47 -0.89
C 3.21 -3.78 -1.10
N 2.82 -4.86 -1.25
C 5.13 -2.35 -0.80
N 6.28 -2.29 -0.74
C 0.21 -3.65 2.02
N -0.92 -2.81 1.64
C -1.70 -2.87 0.55
S -2.81 -1.62 0.28
N -1.68 -3.93 -0.30
C -0.56 -4.83 -0.59
H 0.60 -3.24 2.94
H 1.01 -3.64 1.27
H -0.10 -4.67 2.21
H -0.90 -1.88 2.03
H -2.29 -3.75 -1.08
H -0.35 -5.50 0.24
H 0.35 -4.29 -0.86
H -0.87 -5.45 -1.44
```

Multiplicity: 3
Charge: -2
<S²>: 2.016
HOMO-LUMO gap (spin up / spin down), eV: 6.2 / 5.8
Relative energy (zero: lowest compared OMol25 entry of this formula, charge and spin), kJ/mol: 0.0
LUMO (spin up / spin down), eV: 4.3 / 3.9

***

This record from the Open Molecules 2025 dataset describes an isolated ion of composition C5H9N2 and charge +1. The level of theory is ωB97M-V/def2-TZVPD.

XYZ file:
```
16
C5H9N2 ωB97M-V/def2-TZVPD
C -0.65 -0.48 -0.22
C -1.20 -1.90 -0.02
C -1.25 0.76 -0.72
C 1.30 0.46 -1.16
C 1.19 -0.24 1.07
N -1.34 -1.07 0.91
N 0.70 -0.20 -0.26
H -0.57 1.59 -0.52
H -2.22 0.95 -0.17
H -1.34 0.92 -1.81
H 0.73 0.74 -2.04
H -1.81 -0.99 1.87
H 2.38 0.49 -1.27
H 0.51 -0.68 1.71
H 1.65 0.71 1.45
H 1.91 -1.03 1.19
```

Charge: +1
HOMO-LUMO gap, eV: 8.2
Relative energy (zero: lowest compared OMol25 entry of this formula, charge and spin), kJ/mol: 714.5
LUMO, eV: -5.5

***

This record from the Open Molecules 2025 dataset describes C2H2OS2 as an isolated structure. The level of theory is ωB97M-V/def2-TZVPD.

XYZ file:
```
7
C2H2OS2 ωB97M-V/def2-TZVPD
C -2.11 -1.65 -0.15
C -0.24 -0.18 0.04
O -3.09 -2.35 -0.17
S -1.98 0.07 -0.54
S -0.46 -1.97 0.30
H 0.43 0.26 -0.55
H -0.36 0.24 1.02
```

Charge: 0
HOMO-LUMO gap, eV: 9.9
Relative energy (zero: lowest compared OMol25 entry of this formula, charge and spin), kJ/mol: 0.0
LUMO, eV: -0.1

***

This record from the Open Molecules 2025 dataset describes a 2-piece molecular cluster, CH5N3O overall. The level of theory is ωB97M-V/def2-TZVPD.

XYZ file:
```
10
CH5N3O ωB97M-V/def2-TZVPD
C 0.73 -0.18 -0.51
N -0.19 0.57 0.44
N 2.13 0.06 0.01
N -1.96 -0.52 0.53
O 2.95 0.60 -0.71
H 0.59 -1.24 -0.53
H 0.61 0.41 -1.50
H 0.04 0.41 1.48
H -2.66 0.05 1.12
H -2.24 -0.16 -0.33
```

Charge: 0
HOMO-LUMO gap (spin up / spin down), eV: 8.4 / 8.4
Relative energy (zero: lowest compared OMol25 entry of this formula, charge and spin), kJ/mol: 596.0
LUMO (spin up / spin down), eV: -1.0 / -1.0

***

This record from the Open Molecules 2025 dataset describes C36H37F4N4O2S2Se2V as an isolated structure. The level of theory is ωB97M-V/def2-TZVPD.

XYZ file:
```
88
C36H37F4N4O2S2Se2V ωB97M-V/def2-TZVPD
V -0.54 -0.72 -0.29
C -3.39 1.01 0.23
N -3.10 -0.26 -0.45
C -3.99 -1.28 0.10
C -3.31 -0.13 -1.90
C -2.53 -1.22 -2.61
N -1.15 -1.07 -2.16
C -0.42 -2.05 -1.80
C -1.03 -2.33 0.88
F -1.55 -1.86 2.08
C 0.42 -2.15 0.71
F 1.03 -1.69 1.89
C 1.15 -3.38 0.27
C 0.33 -4.13 -0.77
F 0.99 -5.28 -1.12
C 0.02 -3.30 -2.00
F -1.74 -4.08 -3.99
H -4.43 1.31 0.09
H -2.74 1.79 -0.17
H -3.20 0.89 1.30
H -5.04 -0.98 0.01
H -3.77 -1.41 1.16
H -3.85 -2.22 -0.42
H -2.92 0.84 -2.21
H -4.36 -0.19 -2.18
H -2.60 -1.11 -3.69
H -2.90 -2.21 -2.35
H 1.33 -4.03 1.13
Se 0.05 -4.10 -3.68
Se 2.93 -3.06 -0.51
C 3.05 -1.17 -0.36
C 4.33 -0.65 -0.21
C 4.50 0.72 -0.16
C 3.37 1.53 -0.26
C 2.14 0.92 -0.42
N 1.96 -0.40 -0.47
C -1.01 -4.52 -0.20
C -1.65 -5.69 -0.56
C -2.90 -5.98 -0.07
C -3.50 -5.07 0.79
C -2.86 -3.91 1.11
N -1.63 -3.61 0.61
H 5.17 -1.33 -0.13
H 5.48 1.15 -0.05
H 3.45 2.61 -0.23
H 1.26 1.52 -0.53
H -1.12 -6.37 -1.22
H -3.40 -6.91 -0.34
H -4.47 -5.26 1.22
H -3.27 -3.19 1.80
O -0.79 1.45 -1.16
S -0.67 2.73 -1.95
C -0.34 4.03 -0.69
C 0.51 3.52 0.47
C -0.08 3.80 1.86
C -1.18 2.83 2.27
S -0.73 1.07 2.57
O -0.23 0.55 1.25
C 0.74 1.33 3.56
C 0.59 1.80 4.86
C 1.73 2.03 5.61
C 2.99 1.79 5.07
C 3.11 1.29 3.78
C 1.98 1.06 3.01
C 0.91 2.64 -2.81
C 1.81 3.69 -2.93
C 3.00 3.48 -3.61
C 3.28 2.24 -4.18
C 2.35 1.21 -4.08
C 1.16 1.41 -3.40
H -1.34 4.31 -0.37
H 0.09 4.89 -1.21
H 1.52 3.94 0.41
H 0.60 2.44 0.37
H -0.49 4.81 1.89
H 0.73 3.77 2.59
H -1.97 2.78 1.52
H -1.63 3.14 3.22
H -0.39 1.97 5.27
H 1.63 2.40 6.62
H 3.87 1.98 5.67
H 4.09 1.08 3.37
H 2.06 0.67 2.01
H 1.60 4.66 -2.49
H 3.71 4.29 -3.70
H 4.21 2.09 -4.70
H 2.56 0.25 -4.54
H 0.45 0.60 -3.31
```

Multiplicity: 2
Charge: +1
<S²>: 0.796
HOMO-LUMO gap (spin up / spin down), eV: 6.7 / 6.5
Relative energy (zero: lowest compared OMol25 entry of this formula, charge and spin), kJ/mol: 310.2
LUMO (spin up / spin down), eV: -2.8 / -2.7

***

For reference, strongest force on any atom by record: 3.5, 0.9, 4.1, 1.7, 4.5, 5.2, 3.8, 1.8 eV/Å.